(1)
ORCA calculation (wB97M-V/def2-TZVPD) on a molecular structure, C30H44Cl2N6O8P2STa in a non-equilibrium geometry.

XYZ file:
```
94
Properties=species:S:1:pos:R:3:forces:R:3
Ta -1.1538 0.9523 1.1271 0.7 -1.5 0.2
Cl 3.6802 1.6017 1.4602 -1.1 0.1 0.2
Cl 3.2956 3.8778 6.2483 0.4 0.4 0.3
S -3.2877 -0.2871 1.1490 -0.1 0.8 0.1
P 5.9464 -4.1003 -1.6118 0.5 0.4 -0.6
P 0.3598 2.7228 -1.4321 -0.4 -1.3 -1.8
O -2.2825 2.4529 1.1235 -0.6 1.5 -0.1
O -0.5514 -0.5113 0.0178 0.4 -1.9 -0.4
O 1.4743 1.5764 -1.3092 -0.5 0.5 0.7
O 0.3447 -2.5667 -0.5107 -0.7 1.4 1.1
O -1.0427 1.7221 -0.9315 -0.5 0.1 -1.1
O -0.0059 2.6436 -3.0424 0.8 1.8 0.6
O 0.5671 1.5998 1.6759 -0.5 -0.4 -1.1
O -1.5610 1.3918 3.2329 0.3 0.5 0.4
N 4.9672 -6.4104 -2.9123 -0.8 0.6 -0.7
N -0.4725 -0.8429 2.5822 -1.0 0.2 0.8
N -5.4413 0.6163 2.4176 -0.5 -1.5 1.0
N 7.3731 -6.0864 -3.0416 -0.5 0.2 -0.2
N -4.5454 2.2094 1.1340 0.1 -0.6 0.5
N 5.8873 -4.6855 -4.3282 -1.1 -0.6 -1.0
C 7.1337 -5.3851 -4.3179 2.4 1.2 0.8
C -4.4371 6.3587 -1.4203 1.5 1.8 -2.2
C -4.9666 -0.9522 4.2013 0.3 -0.5 1.5
C -0.8618 2.0955 4.0029 -0.3 0.1 0.3
C -1.9365 1.1309 -1.9997 1.1 1.2 -1.0
C -3.0994 6.0145 -1.2098 1.0 0.4 0.0
C -2.6739 4.9142 -0.4579 -1.1 0.3 0.1
C 4.8484 -5.6739 -4.2748 0.2 1.1 1.3
C 2.5923 2.1838 2.7073 1.3 0.5 0.3
C 4.6652 -5.4217 -1.7943 0.7 -1.7 0.9
C -3.4915 2.8715 0.8385 -0.4 1.4 -0.3
C 7.4520 -5.1656 -1.8805 0.6 0.3 -1.4
C 3.2152 2.7975 3.7846 -1.2 -0.1 0.0
C 2.4726 3.2729 4.8867 1.9 0.0 0.0
C 1.6438 0.4430 -2.1330 1.9 -0.5 -1.2
C -5.5837 -0.7854 2.8272 -0.6 0.4 1.8
C -5.0134 4.6432 0.0200 -0.3 -2.0 0.8
C 1.2032 2.0882 2.7072 0.8 0.1 0.1
C 5.8170 -3.5853 -3.4143 -1.0 -0.3 1.3
C 0.2246 -1.8456 1.7964 -0.5 -1.6 0.5
C -6.4844 1.5407 2.8203 -0.8 0.9 -0.3
C -5.4079 5.6310 -0.8510 -0.3 -0.6 1.5
C -3.6887 4.1574 0.1836 -0.1 1.4 -1.2
C -4.4769 0.9827 1.6814 1.4 -0.3 -1.7
C -0.0098 -1.7516 0.3034 0.0 0.3 -0.5
C 6.3458 -7.0426 -2.8712 0.6 0.4 0.9
C -7.5461 1.5034 1.7164 -0.5 1.6 1.5
C 0.2232 3.9512 -3.8396 1.0 -1.2 1.8
C 1.1477 3.1501 4.9252 -3.0 -0.8 -1.1
C 0.4814 2.5042 3.8268 0.7 0.4 0.6
H -1.4296 0.3447 -2.5489 0.2 -0.1 0.4
H 6.4075 -7.7974 -3.6154 -0.3 -0.5 -1.1
H -6.9641 1.1425 3.7140 0.4 0.2 0.2
H 4.2722 2.9022 3.7525 0.7 0.1 0.2
H 1.3841 -0.5350 -1.7427 -0.6 0.3 0.6
H -5.1239 -1.4647 2.1328 -0.2 -0.1 -0.4
H 6.6248 -2.9266 -3.6062 0.7 0.8 -0.3
H -6.0343 2.5506 3.0189 -0.6 -1.0 -0.2
H -1.2792 2.3913 4.9736 -0.4 -0.2 -0.2
H -1.6152 4.7074 -0.3520 -0.1 -0.1 0.0
H 7.5412 -5.7607 -1.0198 0.3 -0.9 1.3
H -5.7856 4.1234 0.5886 0.2 0.1 -0.3
H 1.3287 4.1419 -3.9252 -1.2 -0.3 0.0
H -2.3585 6.6925 -1.6386 0.0 -0.4 0.0
H 0.4817 3.5081 5.7073 0.6 -0.1 0.2
H 7.1811 -6.0669 -5.1398 -0.1 -0.7 -0.4
H -8.3768 2.1798 1.9437 0.1 -0.1 0.2
H -6.4333 5.8822 -0.9439 -0.8 0.1 -0.1
H 6.4436 -7.5755 -1.9442 0.0 0.0 0.8
H -7.1985 1.8163 0.7821 0.9 0.4 -1.4
H -0.2265 3.7583 -4.7913 -0.3 0.1 -0.3
H -1.2950 -1.2687 3.0220 -0.1 0.2 -0.5
H -5.4533 -0.3450 4.9955 0.1 -0.1 -0.7
H 3.6894 -4.9459 -1.8977 -0.1 -0.3 -0.4
H -4.6788 7.2114 -2.1206 0.4 -1.0 1.0
H 2.7156 0.3865 -2.3537 0.0 0.0 0.4
H 4.6410 -6.0737 -0.8966 -0.1 0.6 -0.2
H 4.3275 -7.2013 -2.9133 -0.5 0.1 0.2
H 8.4262 -4.6370 -1.9826 -0.9 0.2 0.2
H 5.1286 -6.4254 -4.9710 -0.5 -0.6 -1.0
H -0.2550 4.7268 -3.2420 0.0 0.2 -0.5
H 1.2559 0.5760 -3.1233 -0.9 0.2 -0.3
H -5.1369 -2.0018 4.5646 0.6 0.8 -0.5
H 4.8675 -3.0563 -3.4863 0.0 0.1 -0.4
H -7.9518 0.5388 1.6245 -0.5 -1.4 -0.1
H -6.6501 -0.9801 2.9738 0.1 0.0 -0.6
H 0.0581 -2.8672 2.1902 0.0 0.5 -0.5
H 3.8112 -5.2778 -4.3319 0.8 -0.3 -0.2
H 8.0083 -4.6964 -4.4665 -1.0 -0.3 0.1
H 0.0494 -0.5785 3.4394 0.1 0.0 -1.0
H -2.2511 1.8823 -2.7459 0.6 0.1 0.6
H -2.8378 0.8055 -1.5835 -1.0 -0.7 1.2
H -3.8910 -0.6523 4.2209 -0.7 -0.5 -0.1
H 1.2429 -1.6364 1.9247 1.8 0.1 0.0
```
Forces are in eV/Å.

Output
Energy relative to the best compared isomer or geometry (same formula, charge and spin), kcal/mol: 0.0
F_max, eV Å⁻¹: 3.3
HOMO-LUMO gap, hartree: 0.25277
Charge: +3
DFT total energy, eV: -113134.80081

=====

(2)
ORCA calculation (wB97M-V/def2-TZVPD) on 2 unconnected molecules or ions with the total composition C30H44F3N2OP in a non-equilibrium geometry.

XYZ file:
```
81
Properties=species:S:1:pos:R:3:forces:R:3
P 1.9546 -0.4199 -3.7934 -0.6 0.8 3.3
F 1.8263 -0.9147 1.0464 0.5 1.1 0.6
F 2.2208 0.2429 2.8948 0.2 0.0 -1.3
F 3.2685 0.7595 1.0046 -0.4 -0.5 0.6
O -4.2051 1.2995 2.9236 -0.4 -0.1 0.2
N 0.9771 -1.2838 -2.7016 0.3 -0.8 -1.0
N 3.1926 -0.5600 -2.6426 0.3 -0.8 -1.1
C -0.9000 0.1258 2.2246 -0.1 0.1 -0.3
C 1.7596 -2.2576 -2.0272 0.4 0.7 -0.5
C -1.0097 2.5476 1.9520 0.4 -0.4 0.0
C -2.9666 1.3139 2.7181 0.1 0.1 0.1
C 3.1040 -1.8188 -1.9947 -0.7 0.3 -0.5
C -4.1264 4.0391 1.5986 -0.1 -0.1 0.0
C -0.4761 -1.4565 -2.9286 -0.3 0.0 -0.3
C -2.0592 5.1245 2.4835 0.0 0.0 0.1
C -3.0110 3.9350 2.6470 0.0 -0.5 -0.1
C 4.4679 0.1662 -2.8303 0.1 0.2 -0.3
C -1.0672 -0.1066 -3.3293 -0.4 0.2 0.1
C -0.3176 1.3387 1.8545 0.7 0.0 0.0
C 3.8167 -4.0540 -1.5804 0.1 0.5 0.1
C 4.1318 1.6145 -3.1835 0.2 0.5 0.1
C 5.2151 -0.5134 -3.9728 0.4 0.0 -0.1
C -2.8796 -1.3008 2.9144 0.2 0.6 0.0
C 1.4301 -3.5888 -1.8272 0.5 -0.6 0.4
C -2.2733 2.5951 2.4826 -0.4 -0.4 -0.3
C -2.2037 0.0570 2.6588 0.0 0.4 -0.3
C 5.2980 0.2128 -1.5530 0.3 0.1 0.3
C 2.4860 -4.4894 -1.6111 -0.4 0.4 0.1
C 2.0686 0.3649 1.5506 -0.2 -0.3 0.3
C -1.2253 -1.9130 -1.6776 -0.3 0.0 0.4
C -3.4881 -1.2712 4.3190 -0.1 0.0 0.0
C -1.8802 -2.4617 2.8503 -0.1 -0.1 0.1
C -3.9873 -1.5386 1.8757 -0.1 0.1 0.1
C 4.1462 -2.7032 -1.7679 0.0 -0.7 0.4
C -0.6519 -2.4617 -4.0618 -0.2 -0.2 -0.1
C -3.6178 3.9835 4.0492 -0.1 0.0 0.2
C 0.9931 1.3277 1.1139 -0.3 0.0 0.8
H -4.8199 3.1988 1.7124 0.2 0.2 -0.1
H -2.8158 3.9017 4.7912 -0.1 0.0 0.0
H -1.4529 -2.5978 1.8466 0.0 0.1 0.2
H 2.2458 -5.5452 -1.5028 0.2 0.2 0.0
H 5.0801 2.1428 -3.3627 -0.4 -0.1 -0.1
H -3.9762 -2.2314 4.5214 0.0 0.1 0.1
H 6.0927 0.0828 -4.2526 -0.2 -0.2 0.0
H -0.5856 0.3465 -4.2068 -0.1 -0.2 0.1
H -1.0694 -2.3241 3.5788 -0.1 0.0 -0.2
H -0.9234 -2.8888 -1.2902 -0.1 0.3 -0.1
H -4.4741 -2.5024 2.0734 0.0 0.1 -0.1
H -0.3443 -3.4602 -3.7330 -0.1 0.2 -0.3
H 1.3951 2.3336 1.0004 0.2 -0.1 0.1
H -4.3190 3.1546 4.1813 0.2 0.2 0.0
H -1.1539 -1.1877 -0.8542 0.0 -0.1 -0.2
H -0.3395 -0.7918 2.0391 -0.1 0.2 0.3
H -2.6891 -1.1006 5.0540 -0.3 -0.1 -0.1
H 5.5446 -1.5102 -3.6575 0.0 0.2 -0.3
H -2.4013 -3.3918 3.1069 0.0 0.1 0.0
H -4.6800 4.9787 1.7185 0.0 -0.1 0.0
H 4.7441 0.6671 -0.7245 0.1 -0.1 -0.2
H -0.0361 -2.1619 -4.9205 -0.2 -0.1 0.0
H 4.5544 -0.6142 -4.8460 0.3 0.0 0.1
H 3.4949 1.7308 -4.0719 0.2 -0.1 0.1
H -0.5303 3.4341 1.5312 0.0 -0.1 0.4
H -1.6544 5.1777 1.4656 0.0 0.1 0.2
H -4.2227 -0.4606 4.3723 0.2 -0.2 0.1
H -4.1456 4.9308 4.2009 0.0 0.0 0.0
H -3.6966 4.0169 0.5897 -0.1 0.0 0.1
H 4.6295 -4.7671 -1.4432 -0.3 0.1 0.0
H -2.6001 6.0582 2.6822 0.1 -0.1 0.0
H -1.7072 -2.4937 -4.3636 0.3 -0.1 0.0
H 6.1775 0.8371 -1.7697 -0.2 -0.2 0.1
H 3.6447 2.1124 -2.3330 0.0 -0.2 -0.2
H -2.1334 -0.2631 -3.5573 0.4 0.1 0.0
H -3.5687 -1.5545 0.8592 -0.1 0.0 0.2
H -2.2861 -1.9942 -1.9613 0.3 0.1 0.2
H 5.6667 -0.7569 -1.2176 0.0 0.3 -0.1
H -1.2305 5.0507 3.1994 -0.1 0.1 -0.2
H -1.0192 0.6020 -2.4908 0.1 -0.1 -0.2
H -4.7270 -0.7344 1.9543 0.1 -0.2 -0.1
H 0.4035 -3.9391 -1.9308 0.6 0.0 0.1
H 0.7354 0.9525 0.1628 0.1 -0.3 -1.8
H 5.1825 -2.3728 -1.8309 -0.5 -0.4 0.1
```
Forces are in eV/Å.

Output
Energy relative to the best compared isomer or geometry (same formula, charge and spin), kcal/mol: 32.6
F_max, eV Å⁻¹: 3.4
HOMO-LUMO gap, hartree: 0.07328
Charge: 0
DFT total energy, eV: -54291.29612

=====

(3)
ORCA calculation (wB97M-V/def2-TZVPD) on a molecular structure, C30H44N10S3TeY.

XYZ file:
```
89
Properties=species:S:1:pos:R:3:forces:R:3
Te -1.0864 -2.5324 -2.6390 -0.2 -0.5 -0.6
Y -0.2383 -0.5806 -0.8250 0.3 0.5 0.6
S -0.6987 0.2924 1.8844 -0.1 0.1 0.0
S 0.6616 2.1629 -0.7424 0.0 0.1 -0.1
S 1.9083 -0.5892 -3.3694 -0.1 0.2 -0.1
N 4.3021 0.1891 0.5764 0.1 0.1 -0.1
N 3.4081 -0.0737 -0.2958 -0.1 -0.2 -0.2
N 2.1715 -0.0438 0.2529 0.3 -0.1 0.5
N 2.7706 1.1045 -5.2678 0.0 0.0 0.1
N 2.5631 2.0478 -3.2937 -0.2 0.0 0.3
N 3.6624 0.4209 1.7300 -0.1 -0.1 0.1
N -1.6530 1.3958 -2.6280 0.2 -0.2 0.0
N -3.0479 -0.1094 -0.1168 -0.1 -0.2 0.0
N -0.6732 -2.7540 0.8772 -0.1 0.2 0.1
N 1.9314 -2.8090 -0.6439 0.1 0.2 -0.3
C -2.3969 0.1872 2.2637 0.3 0.0 0.0
C -0.7572 5.5336 -2.4323 0.0 0.0 0.0
C -1.9591 -5.3947 4.0246 0.0 0.0 0.0
C 2.4394 0.8878 -3.9510 0.0 -0.4 0.0
C -3.8921 -1.1779 -0.6966 0.0 0.0 0.0
C 4.6868 -0.4946 3.8036 0.1 0.1 0.1
C -5.1168 0.2026 2.9931 0.0 0.0 0.0
C 2.7935 3.1478 -4.2112 0.1 0.1 0.0
C -1.5064 -4.4870 2.9172 0.0 0.0 0.1
C -4.7336 0.0738 1.6709 0.1 0.0 0.0
C 3.4203 -1.1819 4.3022 0.0 0.0 0.0
C 5.5913 -1.4740 3.0659 0.0 0.0 0.0
C -1.3484 2.8117 -2.5219 -0.1 0.0 0.0
C -4.1328 0.3137 3.9688 0.0 0.0 0.0
C -2.8042 0.3085 3.6022 0.1 0.0 0.1
C 4.3678 0.7375 2.9608 -0.1 0.1 -0.1
C 2.3550 0.2599 1.5200 0.1 0.2 -0.3
C -3.3898 0.0442 1.2934 -0.1 0.1 -0.1
C -0.0033 -2.8543 2.0273 0.1 0.0 -0.1
C -1.7886 5.0839 -3.2506 0.0 0.0 0.0
C -1.3405 0.9469 -3.9986 0.0 0.0 0.0
C -2.0709 3.7301 -3.2833 0.0 0.0 0.0
C -3.3311 1.1652 -0.8106 0.0 0.0 0.0
C -0.3061 3.2518 -1.7035 0.0 0.0 0.1
C -2.1919 -4.3948 1.7205 0.0 0.0 -0.1
C -0.3654 -3.6992 3.0551 0.0 0.0 0.0
C -1.7396 -3.5328 0.7257 0.1 0.0 0.1
C -0.0381 4.6310 -1.6765 0.1 0.0 0.1
C -3.0542 1.1145 -2.3065 -0.1 0.1 0.0
C 3.3894 2.4114 -5.4186 0.0 0.1 -0.1
H 3.4780 3.8821 -3.7865 0.0 0.0 0.0
H -3.2875 0.1333 -2.7186 0.0 0.0 0.1
H 2.3368 -2.3379 -1.4509 0.0 -0.1 0.0
H 5.0788 -1.9054 2.2051 0.0 0.0 0.0
H -3.7256 1.8332 -2.7989 0.0 -0.1 0.0
H -4.9137 -0.8212 -0.8833 0.0 0.0 0.0
H -2.8864 -5.9029 3.7648 0.0 0.0 0.0
H -2.2117 -3.4682 -0.2481 -0.1 0.0 0.0
H -2.3624 5.7760 -3.8535 0.0 0.0 0.0
H -3.9395 -2.0004 0.0144 0.0 0.0 0.0
H -0.2979 1.1752 -4.2128 0.0 0.0 0.0
H 5.2730 1.2706 2.6678 0.0 -0.1 0.0
H 2.0489 2.1624 -2.4007 0.2 -0.1 -0.1
H -2.1258 -4.8309 4.9435 0.0 0.0 0.0
H 3.6668 -1.9794 5.0038 0.0 0.0 0.0
H 5.2336 -0.1025 4.6696 0.0 0.0 0.0
H -1.4736 -0.1348 -4.0617 0.0 0.1 0.0
H 5.8809 -2.2918 3.7268 0.0 0.0 0.0
H 3.7283 1.4272 3.5154 0.1 0.0 0.0
H 1.2586 -3.4716 -1.0231 0.0 0.0 0.0
H 4.4827 2.3536 -5.3530 0.0 0.0 0.0
H 1.5953 0.4113 2.2663 -0.1 0.0 0.1
H 2.7439 -0.4873 4.8016 0.0 0.0 0.0
H -4.3894 1.4250 -0.6502 0.0 0.0 0.0
H -3.4520 -1.5583 -1.6163 0.0 0.0 0.0
H -5.4958 -0.0148 0.9096 0.0 0.0 0.0
H 0.8698 -2.2226 2.1188 0.0 0.0 0.0
H 2.7008 -3.2962 -0.1966 -0.1 -0.1 0.1
H 3.1126 2.8767 -6.3647 0.0 0.0 0.0
H -0.5179 6.5891 -2.3807 0.0 0.0 0.0
H -3.0790 -4.9892 1.5436 0.0 0.0 0.0
H -2.8647 3.3707 -3.9267 0.0 0.0 0.0
H 3.0681 0.3015 -5.7960 0.0 0.0 0.0
H -1.2040 -6.1537 4.2374 0.0 0.0 0.0
H 2.8743 -1.6380 3.4746 0.0 0.0 0.0
H -4.4014 0.4090 5.0141 0.0 0.0 0.0
H -1.9730 1.4598 -4.7365 0.0 0.0 0.0
H 0.7598 4.9744 -1.0298 0.0 0.0 0.0
H -2.0312 0.4086 4.3539 0.0 0.0 0.0
H 1.8522 3.6485 -4.4668 0.0 0.0 0.0
H -6.1667 0.2134 3.2579 0.0 0.0 0.0
H 6.4981 -0.9934 2.6982 0.0 0.0 0.0
H 0.2257 -3.7250 3.9621 0.0 0.0 0.0
H -2.7257 1.9506 -0.3470 0.0 0.0 0.0
```
Forces are in eV/Å.

Output
Energy relative to the best compared isomer or geometry (same formula, charge and spin), kcal/mol: 11.9
F_max, eV Å⁻¹: 0.8
HOMO-LUMO gap, hartree: 0.18507
Charge: -1
DFT total energy, eV: -87572.45917

=====

(4)
ORCA calculation (wB97M-V/def2-TZVPD) on a molecular structure, C30H45AuClO2P2 in a non-equilibrium geometry.

XYZ file:
```
81
Properties=species:S:1:pos:R:3:forces:R:3
Au -1.5271 1.1409 -1.8103 0.4 -1.4 1.1
Cl 3.6959 -5.6187 5.8393 0.0 -0.1 0.0
P 0.8738 1.5898 -0.4851 -0.8 -0.9 2.9
P 0.1019 -1.0566 -2.1204 -2.2 1.0 3.1
O 1.4288 0.0262 2.9740 -0.2 -1.4 -0.1
O 0.4692 -1.4873 1.6000 0.6 0.4 0.4
C 1.0931 -0.0367 -4.1708 -0.7 -0.6 -1.9
C 1.7149 1.7802 1.1009 0.5 0.4 -1.1
C 0.1531 3.1998 -1.0082 -2.0 0.1 -0.3
C -4.1265 1.1403 0.3263 -0.5 0.2 -0.2
C 1.3931 -3.6100 3.2258 0.2 0.0 0.0
C -3.0356 0.5397 1.1014 0.2 0.5 1.1
C 0.7658 3.3630 -4.6115 -0.1 -0.1 -0.8
C 1.9789 -4.6427 3.9534 0.5 0.2 0.7
C 2.9599 -4.3492 4.9392 -0.9 1.0 -1.1
C 1.4895 0.1555 -1.5334 -0.8 0.7 -0.9
C 0.1775 0.9344 -4.4612 0.0 -1.7 -0.8
C -2.9929 -0.8405 1.4112 0.8 -1.6 2.8
C -2.3783 1.2448 2.1370 0.7 -0.5 1.2
C 2.3128 2.1771 -3.0159 -0.3 3.3 0.2
C 1.1785 -1.1789 2.5869 -0.2 0.8 0.3
C -2.3661 -0.9863 2.6834 -1.6 -0.6 -2.7
C -2.3756 2.7082 2.3855 0.3 0.5 0.4
C -3.8372 -1.9157 0.8381 -0.3 -0.6 -0.3
C -1.9882 0.3097 3.1309 -0.2 1.9 -1.0
C -2.2811 -2.1957 3.5213 0.7 -0.6 -0.1
C -1.2697 -1.4447 -3.3701 -0.5 0.4 -0.7
C 1.7769 -2.2732 3.4410 0.2 -0.3 0.3
C 3.1152 1.5128 -4.0618 -0.1 -1.2 -0.7
C 2.7232 -1.9673 4.4363 -0.2 -1.3 -0.2
C 0.5359 2.0389 -5.3764 0.4 1.4 0.1
C 0.2672 -2.5786 -1.0917 0.9 -0.1 -0.7
C -1.4207 0.5897 4.4659 0.2 0.4 0.2
C 1.3006 3.1178 -3.2398 5.3 1.4 -1.9
C 2.5660 0.0830 -4.3985 0.8 0.4 -0.6
C 3.3269 -3.0151 5.1677 -0.3 0.2 -0.2
H 3.1472 -0.6412 -3.7957 -0.6 0.1 -0.4
H 0.2399 3.2292 -2.1800 -0.4 0.3 2.4
H 1.5438 2.7713 1.5510 -0.2 -0.3 -0.4
H -1.3803 3.0041 2.7653 -0.4 0.2 -0.3
H -5.0025 1.1491 0.9968 0.0 0.0 -0.2
H 0.6271 4.0385 -0.4476 0.0 -0.5 -0.8
H 4.0780 -2.7853 5.9235 -0.2 -0.1 -0.2
H 1.1271 -3.1866 -1.4971 -0.7 0.5 0.4
H -1.2438 -2.3382 3.8605 -0.2 0.0 0.0
H -0.8821 -1.7818 -4.3538 -0.4 0.0 0.5
H 0.4348 -2.3464 -0.0272 0.2 0.3 -0.2
H -1.5526 1.6389 4.7593 0.0 -0.2 -0.1
H 2.4123 -0.3613 -1.1969 -0.5 0.5 -0.1
H -0.2835 2.1956 -6.0884 0.3 -0.2 0.0
H 0.6359 -3.8368 2.4567 0.5 0.2 0.5
H 2.7476 -0.1459 -5.4744 0.1 0.0 0.7
H 1.6957 -5.6790 3.7900 0.0 0.2 0.0
H -0.3436 0.3877 4.4442 0.0 0.0 0.1
H -4.7258 -2.1399 1.4674 0.4 0.2 -0.4
H 2.8011 2.1419 -2.0233 -0.1 0.8 -0.5
H 1.5234 3.9880 -5.1356 -0.5 -0.2 0.1
H -2.5645 -3.0956 2.9714 0.0 0.1 0.1
H -0.1688 3.9567 -4.6139 0.4 -0.2 0.2
H 4.1491 1.4148 -3.6855 -0.5 0.1 -0.3
H 3.1036 2.1392 -4.9625 0.3 -0.2 0.3
H -3.0939 3.0094 3.1786 0.2 -0.1 -0.5
H 2.8112 1.6433 0.9699 -0.6 -0.1 0.1
H 0.8378 -1.0983 -4.0791 0.0 0.5 -0.1
H -4.4089 0.5432 -0.5403 0.0 0.2 -0.2
H 1.3830 0.9637 1.8975 0.1 -0.1 -0.2
H 1.6345 4.1193 -2.8231 -1.1 -1.2 0.5
H -1.8564 -0.0434 5.2451 0.0 0.0 -0.1
H -0.6348 -3.1763 -1.1495 -0.2 0.0 -0.3
H -0.9042 0.8447 -4.3659 0.5 -0.6 0.1
H 2.9890 -0.9331 4.6159 0.0 -0.1 0.0
H -0.9850 3.2706 -0.8218 1.7 -0.2 0.4
H 1.4405 1.7668 -5.9210 -0.3 0.1 -0.2
H 1.6072 0.8096 -2.4426 0.3 -1.4 1.0
H -1.9841 -2.1770 -2.9419 0.8 0.2 0.1
H -4.1964 -1.6689 -0.1716 0.1 -0.2 0.2
H -3.2649 -2.8548 0.8108 -0.2 0.1 -0.3
H -2.6088 3.2720 1.4771 0.1 0.1 0.2
H -3.9274 2.1857 0.0846 -0.1 0.0 -0.3
H -1.8727 -0.5038 -3.4654 0.6 -1.3 -0.4
H -2.8844 -2.1442 4.4284 -0.2 0.1 0.0
```
Forces are in eV/Å.

Output
2S+1: 3
Energy relative to the best compared isomer or geometry (same formula, charge and spin), kcal/mol: 234.1
F_max, eV Å⁻¹: 5.8
HOMO-LUMO gap (alpha / beta), hartree: 0.14183 / 0.14350
Expectation value of S²: 2.1107
Charge: +1
DFT total energy, eV: -70708.24554